# 1
{
  "formula": "C29H35Cl2N2O3RuS",
  "method": "ωB97M-V/def2-TZVPD",
  "spin_multiplicity": 2,
  "homo_energy_ev": [-7.68, -7.79],
  "orbital_gap_ev": [7.169, 7.514],
  "symbols": ["Ru", "C", "C", "C", "C", "C", "C", "C", "C", "C", "H", "H", "H", "H", "H", "H", "H", "H", "H", "H", "H", "H", "O", "C", "N", "S", "O", "O", "C", "C", "C", "C", "C", "C", "H", "H", "H", "H", "C", "C", "C", "C", "C", "C", "C", "C", "C", "C", "C", "C", "N", "H", "H", "H", "H", "H", "H", "H", "H", "H", "H", "H", "H", "H", "H", "H", "H", "H", "Cl", "C", "Cl", "H", "H"],
  "xyz": [[0.1863, -0.3503, 0.6404], [-2.0153, 1.9456, -1.3995], [-1.4566, 0.5817, -1.7087], [-0.5844, 0.4209, -2.7781], [-0.0499, -0.8175, -3.1102], [0.9455, -0.9542, -4.2296], [-0.4341, -1.9242, -2.3632], [-1.3315, -1.8192, -1.3055], [-1.7987, -3.0466, -0.5676], [-1.8306, -0.5501, -0.9670], [-1.4618, 2.4339, -0.5932], [-3.0600, 1.8868, -1.0899], [-1.9430, 2.5914, -2.2733], [-0.3042, 1.2946, -3.3563], [1.9578, -0.8488, -3.8309], [0.8043, -0.1750, -4.9788], [0.8649, -1.9257, -4.7178], [-0.0431, -2.9038, -2.6225], [-1.2640, -3.1491, 0.3772], [-1.6172, -3.9455, -1.1565], [-2.8666, -2.9886, -0.3500], [-2.6300, -0.4789, -0.2381], [1.5760, 1.2538, 2.2387], [1.9966, 1.6606, 1.1477], [1.4475, 1.2314, -0.0061], [2.2397, 1.8062, -1.3367], [1.4177, 2.7279, -2.0673], [2.8526, 0.7248, -2.0527], [3.4334, 2.7228, -0.3943], [4.4825, 3.4953, -0.8463], [5.2678, 4.1214, 0.1157], [4.9960, 3.9693, 1.4746], [3.9330, 3.1864, 1.9079], [3.1526, 2.5691, 0.9500], [4.6874, 3.6050, -1.9028], [6.1044, 4.7334, -0.1952], [5.6262, 4.4665, 2.2007], [3.7148, 3.0515, 2.9594], [3.9326, -1.0083, 0.6420], [3.5351, -2.4804, 0.7760], [2.8488, -2.9824, -0.4982], [2.7947, -2.7047, 2.0870], [3.5071, -3.2813, 3.1311], [2.9334, -3.5141, 4.3684], [1.6178, -3.1426, 4.5941], [0.8649, -2.5372, 3.5986], [-0.5399, -2.0664, 3.9013], [-1.3508, -3.0584, 4.7360], [-0.4638, -0.7113, 4.6128], [1.4562, -2.3221, 2.3278], [0.6748, -1.8755, 1.2545], [4.4752, -0.8347, -0.2896], [4.5546, -0.6955, 1.4831], [3.0423, -0.3839, 0.6255], [4.4569, -3.0583, 0.8777], [2.0518, -2.3162, -0.8274], [2.4260, -3.9793, -0.3508], [3.5895, -3.0400, -1.2991], [4.5374, -3.5710, 2.9574], [3.5104, -3.9847, 5.1549], [1.1750, -3.3216, 5.5656], [-1.0575, -1.9305, 2.9500], [-0.9773, -3.1290, 5.7602], [-1.3350, -4.0580, 4.2979], [-2.3897, -2.7274, 4.7948], [0.0872, -0.8168, 5.5519], [-1.4668, -0.3429, 4.8493], [0.0593, 0.0216, 4.0015], [-1.7997, 1.0848, 1.9910], [-1.1886, 2.4633, 2.9487], [-1.3801, 3.9913, 2.0894], [-0.1350, 2.2809, 3.1156], [-1.7592, 2.4988, 3.8678]],
  "forces_ev_per_a": [[-0.1, -0.2, 0.6], [0.0, 0.0, 0.0], [-0.1, 0.1, 0.0], [0.1, 0.1, 0.0], [0.0, -0.1, -0.1], [0.0, 0.0, 0.1], [0.1, -0.1, 0.0], [0.0, -0.1, 0.1], [0.0, 0.0, -0.1], [0.0, -0.1, -0.1], [0.0, 0.0, 0.0], [0.0, 0.0, 0.0], [0.0, 0.0, 0.0], [0.0, -0.1, 0.0], [0.0, 0.0, 0.0], [0.0, 0.0, 0.0], [0.0, 0.0, 0.0], [0.0, 0.0, 0.0], [0.0, 0.0, 0.0], [0.0, 0.0, 0.0], [0.0, 0.0, 0.0], [0.0, 0.0, 0.0], [0.0, 0.0, -0.1], [-0.2, 0.0, 0.1], [0.0, 0.3, -0.1], [-0.1, 0.0, 0.2], [0.0, 0.0, 0.0], [0.0, 0.0, 0.0], [0.0, -0.1, 0.0], [0.0, 0.0, 0.0], [0.0, 0.0, 0.0], [0.0, 0.0, 0.0], [0.1, 0.0, 0.1], [0.0, 0.0, -0.1], [0.0, 0.0, 0.0], [0.0, 0.0, 0.0], [0.0, 0.0, 0.0], [0.0, 0.0, 0.0], [0.1, 0.0, 0.0], [0.0, 0.1, 0.0], [-0.1, 0.0, 0.0], [0.0, 0.1, -0.1], [0.0, -0.1, 0.0], [-0.1, 0.0, 0.0], [0.1, 0.0, 0.0], [0.0, 0.1, -0.3], [0.0, 0.0, 0.0], [0.0, 0.0, 0.0], [-0.1, -0.1, 0.1], [0.0, -0.2, 0.2], [-0.1, 0.3, -0.2], [0.0, 0.0, 0.0], [0.0, 0.0, 0.0], [0.1, -0.2, 0.0], [0.0, 0.0, 0.0], [0.1, -0.1, 0.0], [0.0, 0.0, 0.0], [0.0, 0.0, 0.0], [0.0, 0.0, 0.0], [0.0, 0.0, 0.0], [0.0, 0.0, 0.0], [0.0, 0.1, 0.0], [0.0, 0.0, 0.0], [0.0, 0.0, 0.0], [0.0, 0.0, 0.0], [0.0, 0.0, 0.0], [0.1, 0.0, 0.0], [0.1, 0.0, 0.0], [0.2, 0.0, -0.1], [0.0, 0.0, 0.0], [0.0, 0.0, 0.0], [0.0, 0.0, 0.0], [-0.1, 0.0, 0.0]]
}


# 2
{
  "formula": "C29H35Cl2N2O3RuS",
  "method": "ωB97M-V/def2-TZVPD",
  "spin_multiplicity": 6,
  "homo_energy_ev": [-7.06, -7.64],
  "orbital_gap_ev": [7.331, 6.927],
  "symbols": ["Ru", "C", "C", "C", "C", "C", "C", "C", "C", "C", "H", "H", "H", "H", "H", "H", "H", "H", "H", "H", "H", "H", "O", "C", "N", "S", "O", "O", "C", "C", "C", "C", "C", "C", "H", "H", "H", "H", "C", "C", "C", "C", "C", "C", "C", "C", "C", "C", "C", "C", "N", "H", "H", "H", "H", "H", "H", "H", "H", "H", "H", "H", "H", "H", "H", "H", "H", "H", "Cl", "C", "Cl", "H", "H"],
  "xyz": [[0.0557, -0.7008, 0.8627], [0.6713, -1.7240, 3.9913], [-0.5428, -1.8590, 3.1042], [-0.9098, -3.0816, 2.5518], [-2.1201, -3.2481, 1.8747], [-2.4750, -4.5807, 1.2677], [-2.9924, -2.1699, 1.7773], [-2.6476, -0.9212, 2.2714], [-3.5541, 0.2606, 2.0834], [-1.4044, -0.7677, 2.8967], [0.3608, -1.5470, 5.0228], [1.3039, -0.8905, 3.6861], [1.2699, -2.6353, 3.9719], [-0.2493, -3.9338, 2.6771], [-3.2432, -5.0877, 1.8568], [-1.6050, -5.2351, 1.2130], [-2.8694, -4.4512, 0.2584], [-3.9419, -2.2957, 1.2651], [-4.6014, -0.0349, 2.1554], [-3.3937, 0.6904, 1.0897], [-3.3598, 1.0380, 2.8231], [-1.1722, 0.1783, 3.3750], [2.1520, 0.3007, 1.7545], [2.6091, 0.3835, 0.5953], [1.9740, -0.1842, -0.4327], [2.7414, 0.0467, -1.8571], [1.9521, 0.8539, -2.7394], [3.2645, -1.2015, -2.3409], [4.0611, 1.0038, -1.1539], [5.1549, 1.5708, -1.7756], [6.0596, 2.2507, -0.9683], [5.8683, 2.3468, 0.4092], [4.7616, 1.7644, 1.0174], [3.8637, 1.0949, 0.2103], [5.2996, 1.4947, -2.8463], [6.9286, 2.7136, -1.4191], [6.5927, 2.8816, 1.0105], [4.5922, 1.8303, 2.0853], [-3.6838, -1.2622, -1.9009], [-2.5209, -0.8553, -2.8133], [-1.3739, -1.8656, -2.7180], [-2.0856, 0.5754, -2.5719], [-2.3277, 1.5226, -3.5467], [-1.9428, 2.8523, -3.3882], [-1.2612, 3.2368, -2.2418], [-0.9652, 2.3271, -1.2414], [-0.2097, 2.7916, -0.0155], [1.0421, 3.5988, -0.3677], [-1.1218, 3.5773, 0.9298], [-1.4188, 0.9722, -1.3707], [-1.2688, 0.0838, -0.3761], [-4.0206, -2.2752, -2.1417], [-4.5334, -0.5849, -2.0141], [-3.3645, -1.2435, -0.8557], [-2.8834, -0.8769, -3.8439], [-1.0888, -2.0233, -1.6770], [-0.4903, -1.5263, -3.2616], [-1.6885, -2.8249, -3.1367], [-2.8260, 1.2163, -4.4611], [-2.1635, 3.5790, -4.1603], [-0.9447, 4.2687, -2.1351], [0.1175, 1.9077, 0.5258], [0.7813, 4.5966, -0.7302], [1.6252, 3.1040, -1.1469], [1.6709, 3.7255, 0.5176], [-1.5141, 4.4676, 0.4308], [-0.5737, 3.9002, 1.8200], [-1.9731, 2.9721, 1.2513], [1.0194, -3.1481, -0.1924], [2.6190, -3.1095, 0.5885], [2.8845, -4.5161, 1.6300], [2.6741, -2.2149, 1.1928], [3.3556, -3.1024, -0.2026]],
  "forces_ev_per_a": [[-0.3, 0.4, -0.4], [0.0, 0.0, -0.1], [0.0, 0.1, 0.2], [0.0, -0.2, -0.1], [0.1, -0.1, 0.0], [0.0, 0.1, 0.0], [-0.1, 0.0, -0.1], [-0.1, 0.1, 0.0], [0.0, 0.0, 0.0], [-0.1, 0.1, 0.3], [0.0, 0.0, 0.0], [0.0, 0.0, 0.0], [0.0, 0.0, 0.0], [0.0, 0.0, -0.1], [0.0, 0.0, 0.0], [0.0, 0.0, 0.0], [0.0, 0.0, 0.0], [0.0, 0.0, 0.0], [0.0, 0.0, 0.0], [0.0, 0.0, 0.0], [0.0, 0.0, 0.0], [0.1, 0.1, -0.1], [-0.1, 0.0, 0.1], [0.0, 0.0, -0.2], [-0.1, 0.1, 0.3], [0.1, 0.1, 0.1], [0.0, 0.0, -0.1], [0.0, -0.1, 0.0], [0.2, 0.0, -0.1], [-0.1, 0.0, 0.0], [0.0, 0.0, 0.0], [0.0, 0.0, 0.0], [0.1, 0.1, 0.0], [-0.2, -0.1, 0.0], [0.0, 0.0, 0.1], [0.0, 0.0, 0.0], [0.0, 0.0, 0.0], [0.0, 0.0, 0.0], [0.0, 0.0, 0.0], [0.0, 0.0, 0.1], [0.0, 0.0, 0.0], [0.0, 0.0, 0.0], [0.0, 0.1, -0.1], [0.0, -0.1, 0.0], [0.0, -0.1, -0.1], [0.0, 0.0, 0.0], [-0.1, 0.1, 0.0], [0.0, 0.0, 0.0], [0.0, 0.0, 0.0], [-0.2, 0.1, 0.2], [0.9, -0.2, 0.1], [0.0, 0.0, 0.0], [0.0, 0.0, 0.0], [0.0, 0.0, -0.1], [0.0, 0.0, 0.0], [0.0, 0.0, -0.1], [0.0, 0.0, 0.0], [0.0, 0.0, 0.0], [0.0, 0.0, 0.0], [0.0, 0.0, 0.0], [0.0, 0.0, 0.0], [0.1, -0.2, 0.1], [0.0, 0.0, 0.0], [0.0, 0.0, 0.0], [0.0, 0.0, 0.0], [0.0, 0.0, 0.0], [0.0, 0.0, 0.0], [0.0, 0.0, 0.0], [-0.1, -0.2, 0.0], [0.0, -0.1, 0.0], [-0.1, 0.1, -0.1], [0.0, 0.1, 0.1], [0.1, 0.0, -0.1]]
}


# 3
{
  "formula": "C29H35FIrN6O3Se",
  "method": "ωB97M-V/def2-TZVPD",
  "total_charge": 2,
  "spin_multiplicity": 2,
  "homo_energy_ev": [-12.26, -12.31],
  "orbital_gap_ev": [7.202, 7.246],
  "symbols": ["Ir", "F", "C", "C", "C", "C", "O", "C", "C", "N", "C", "C", "C", "C", "C", "C", "N", "C", "C", "N", "C", "C", "C", "O", "O", "H", "H", "H", "H", "H", "H", "H", "H", "H", "H", "H", "H", "H", "H", "H", "H", "H", "H", "C", "N", "C", "Se", "N", "C", "C", "C", "C", "C", "C", "H", "H", "H", "H", "H", "H", "H", "H", "C", "C", "C", "C", "N", "H", "H", "H", "H", "H", "H", "H", "H", "H"],
  "xyz": [[-2.5344, 0.2760, -0.5854], [3.7577, 1.8307, -2.4152], [3.3735, 1.2055, -1.2860], [2.0811, 0.7867, -1.1907], [1.6468, 0.0992, -0.0522], [0.2681, -0.3436, 0.0440], [-0.4990, -0.1774, -0.9520], [-0.1013, -0.9922, 1.2463], [0.8488, -1.2031, 2.2104], [2.1303, -0.8262, 2.1113], [3.0518, -1.1245, 3.1943], [4.1480, -2.1210, 2.9484], [2.9927, -2.4752, 3.8349], [2.5602, -0.1429, 0.9807], [3.8756, 0.3230, 0.8735], [4.3151, 0.9899, -0.2585], [5.6505, 1.4363, -0.3244], [6.0911, 2.3882, -1.3450], [7.5233, 2.8255, -1.0167], [7.7169, 2.7317, 0.4691], [7.7292, 1.2863, 0.9121], [6.7219, 0.5226, 0.0487], [-1.4606, -1.5632, 1.5210], [-1.6173, -2.3348, 2.4397], [-2.4583, -1.1979, 0.7464], [1.3908, 0.9650, -2.0039], [0.5677, -1.7238, 3.1155], [3.2568, -0.2690, 3.8259], [5.1114, -1.9353, 3.4029], [4.1752, -2.5881, 1.9728], [3.1501, -2.5159, 4.9024], [2.2788, -3.1914, 3.4532], [4.5533, 0.1747, 1.7006], [5.4283, 3.2518, -1.3326], [6.0899, 1.9790, -2.3579], [7.7153, 3.8469, -1.3352], [8.2749, 2.1764, -1.4612], [6.9341, 3.2020, 0.9271], [8.5722, 3.2047, 0.7613], [7.4631, 1.2797, 1.9670], [8.7446, 0.9132, 0.7945], [6.3378, -0.3237, 0.6097], [7.2098, 0.1134, -0.8432], [-7.1519, -1.1387, -1.8115], [-6.4070, -1.8101, -0.7569], [-5.4508, -1.2840, 0.0219], [-4.9103, 0.5336, 0.0397], [-5.0270, -2.2297, 0.8646], [-5.6952, -3.4181, 0.6202], [-5.6044, -4.6774, 1.2002], [-6.4567, -5.6429, 0.7041], [-7.3646, -5.3676, -0.3308], [-7.4506, -4.1166, -0.9077], [-6.5899, -3.1462, -0.4076], [-6.8309, -0.1033, -1.8600], [-8.2163, -1.1838, -1.5891], [-6.9538, -1.6306, -2.7624], [-4.2290, -2.0881, 1.4702], [-4.9072, -4.8858, 1.9996], [-6.4295, -6.6385, 1.1248], [-8.0131, -6.1577, -0.6829], [-8.1505, -3.9073, -1.7046], [-1.7465, 4.0038, -1.9301], [-2.9753, 3.0943, -1.8332], [-3.6202, 2.8906, -3.2090], [-3.9795, 3.6577, -0.8284], [-2.5268, 1.7921, -1.4111], [-2.0489, 4.9937, -2.2723], [-1.0227, 3.6006, -2.6385], [-1.2697, 4.1072, -0.9551], [-3.9216, 3.8603, -3.6054], [-4.5009, 2.2540, -3.1281], [-2.9181, 2.4341, -3.9060], [-4.2745, 4.6543, -1.1584], [-3.5408, 3.7402, 0.1659], [-4.8816, 3.0502, -0.7755]],
  "forces_ev_per_a": [[-0.4, 0.0, 0.3], [0.0, 0.0, 0.0], [0.0, 0.0, 0.0], [0.0, 0.0, 0.0], [0.1, 0.0, 0.0], [-0.1, -0.2, -0.2], [0.1, 0.4, 0.2], [0.0, 0.1, 0.0], [0.0, 0.0, 0.0], [0.0, -0.1, 0.0], [0.0, 0.0, 0.0], [0.0, 0.0, 0.0], [0.0, 0.0, 0.0], [0.0, 0.0, 0.0], [0.0, 0.0, 0.0], [0.0, 0.0, 0.0], [0.0, 0.0, 0.0], [0.0, 0.0, 0.0], [0.0, 0.0, 0.0], [0.0, 0.0, 0.0], [0.0, 0.0, 0.0], [0.0, 0.0, 0.0], [0.0, -0.1, 0.0], [0.0, 0.0, 0.0], [0.2, 0.0, 0.0], [0.0, 0.0, 0.0], [0.0, 0.0, 0.0], [0.0, 0.0, 0.0], [0.0, 0.0, 0.0], [0.0, 0.0, 0.0], [0.0, 0.0, 0.0], [0.0, 0.0, 0.0], [0.0, 0.0, 0.0], [0.0, 0.0, 0.0], [0.0, 0.0, 0.0], [0.0, 0.0, 0.0], [0.0, 0.0, 0.0], [0.0, 0.0, 0.0], [0.0, 0.0, 0.0], [0.0, 0.0, 0.0], [0.0, 0.0, 0.0], [0.0, 0.0, 0.0], [0.0, 0.0, 0.0], [0.0, 0.0, 0.0], [0.0, 0.0, 0.0], [0.0, 0.0, 0.0], [0.2, -0.1, -0.1], [0.0, 0.0, 0.0], [0.0, 0.0, 0.0], [0.0, 0.0, 0.0], [0.0, 0.0, 0.0], [0.0, 0.0, 0.0], [0.0, 0.0, 0.0], [0.0, 0.0, 0.0], [0.0, 0.0, 0.0], [0.0, 0.0, 0.0], [0.0, 0.0, 0.0], [0.1, 0.0, 0.0], [0.0, 0.0, 0.0], [0.0, 0.0, 0.0], [0.0, 0.0, 0.0], [0.0, 0.0, 0.0], [0.0, 0.0, 0.0], [0.1, -0.1, 0.0], [0.0, 0.0, 0.0], [-0.1, 0.1, 0.0], [0.0, -0.2, -0.1], [0.0, 0.0, 0.0], [0.0, 0.0, 0.0], [0.0, 0.0, 0.0], [0.0, 0.0, 0.0], [0.0, 0.0, 0.0], [0.0, 0.0, 0.0], [0.0, 0.0, 0.0], [0.0, 0.0, 0.0], [0.0, 0.0, 0.0]]
}